(1)
C20H40O | wB97M-V/def2-TZVPD

Its SMILES is C/C(=C\CO)CCC[C@H](C)CCC[C@@H](C)CCCC(C)C. The relative energy (zero: lowest compared OMol25 entry of this formula, charge and spin) is 22.8 kJ/mol.

Positions of all 61 atoms, in Å:
1 C -6.7641 -0.7521 -0.5621
2 C -5.9931 0.3136 0.1589
3 C -6.3672 1.5891 0.1521
4 C -7.6049 2.1101 -0.5296
5 O -8.8061 1.6040 0.0299
6 C -4.7417 -0.1299 0.8615
7 C -3.6657 -0.5711 -0.1373
8 C -2.3805 -0.9839 0.5763
9 C -1.2209 -1.3124 -0.3737
10 C -1.5029 -2.5857 -1.1676
11 C 0.0784 -1.4378 0.4325
12 C 1.3351 -1.5369 -0.4311
13 C 2.6215 -1.4582 0.3956
14 C 2.9779 -0.0450 0.8784
15 C 3.9158 -0.1167 2.0818
16 C 3.5533 0.8297 -0.2476
17 C 4.9478 0.4340 -0.7553
18 C 6.0603 1.3119 -0.1826
19 C 7.4551 0.9514 -0.7066
20 C 7.9348 -0.3914 -0.1597
21 C 8.4514 2.0466 -0.3287
22 H -6.6076 -1.7222 -0.0964
23 H -7.8264 -0.5266 -0.5618
24 H -6.4322 -0.8149 -1.5988
25 H -5.7791 2.3228 0.6866
26 H -7.6298 1.8020 -1.5788
27 H -7.6127 3.2084 -0.4928
28 H -8.7899 1.7684 0.9790
29 H -4.3496 0.6867 1.4715
30 H -4.9724 -0.9670 1.5261
31 H -4.0487 -1.4028 -0.7282
32 H -3.4543 0.2571 -0.8178
33 H -2.5798 -1.8509 1.2108
34 H -2.0734 -0.1634 1.2302
35 H -1.1086 -0.4793 -1.0776
36 H -0.6917 -2.7969 -1.8588
37 H -2.4153 -2.4858 -1.7491
38 H -1.6128 -3.4338 -0.4946
39 H 0.0154 -2.3168 1.0787
40 H 0.1651 -0.5625 1.0796
41 H 1.3305 -2.4874 -0.9673
42 H 1.3247 -0.7394 -1.1764
43 H 3.4478 -1.8506 -0.2000
44 H 2.5107 -2.1114 1.2643
45 H 2.0547 0.4426 1.2114
46 H 4.8263 -0.6562 1.8347
47 H 4.1810 0.8830 2.4188
48 H 3.4298 -0.6344 2.9067
49 H 2.8494 0.8037 -1.0814
50 H 3.5871 1.8635 0.1044
51 H 5.1440 -0.6102 -0.5151
52 H 4.9726 0.5228 -1.8441
53 H 6.0650 1.2451 0.9060
54 H 5.8483 2.3511 -0.4482
55 H 7.4098 0.8867 -1.8001
56 H 7.2844 -1.2021 -0.4773
57 H 8.9396 -0.6077 -0.5163
58 H 7.9557 -0.3702 0.9283
59 H 9.4445 1.8079 -0.7031
60 H 8.1496 3.0043 -0.7470
61 H 8.5086 2.1478 0.7533

Forces on the atoms, in the same order (eV/Å):
C -0.1 0.1 -0.1
C 0.1 0.0 0.2
C -0.2 0.2 0.0
C 0.2 0.1 -0.1
O -0.4 -0.1 0.2
C 0.1 0.1 -0.3
C 0.1 -0.1 0.4
C 0.0 0.1 -0.5
C 0.0 -0.2 0.4
C 0.1 0.3 0.0
C 0.0 0.2 -0.4
C 0.0 -0.1 0.3
C -0.2 0.2 -0.1
C 0.1 -0.1 0.0
C -0.3 0.1 -0.1
C -0.1 -0.2 0.0
C -0.1 0.3 0.2
C 0.1 -0.2 -0.4
C 0.0 0.1 0.3
C -0.1 0.1 -0.3
C -0.1 -0.2 -0.2
H 0.0 -0.1 0.0
H -0.1 0.0 0.0
H 0.0 -0.1 -0.1
H 0.2 0.0 0.1
H 0.0 0.1 0.1
H 0.0 -0.2 -0.1
H 0.0 0.0 -0.1
H 0.0 0.0 0.0
H 0.0 0.0 0.1
H 0.0 0.0 -0.1
H 0.0 0.0 -0.1
H 0.0 -0.1 0.1
H 0.0 0.0 0.1
H 0.0 0.0 0.0
H 0.1 -0.1 -0.1
H -0.1 -0.1 -0.1
H 0.0 -0.1 0.1
H 0.0 0.0 0.1
H 0.0 0.0 0.1
H 0.0 0.0 -0.1
H 0.0 0.0 -0.1
H 0.1 -0.1 0.1
H 0.1 -0.1 0.0
H 0.0 0.0 0.0
H 0.2 -0.1 0.0
H 0.1 0.1 0.1
H 0.0 -0.1 0.1
H 0.0 0.1 0.0
H 0.0 0.1 0.0
H 0.0 -0.1 -0.1
H 0.0 -0.1 0.0
H 0.0 0.1 0.1
H 0.0 0.1 0.1
H 0.0 0.0 0.0
H 0.0 -0.2 0.0
H 0.1 -0.1 0.0
H 0.0 0.0 0.2
H 0.1 0.0 0.0
H 0.0 0.1 0.0
H 0.0 0.0 0.2

(2)
C20H40O40S10 | wB97M-V/def2-TZVPD

Its SMILES is O=S1(=O)OCCO1.O=S1(=O)OCCO1.O=S1(=O)OCCO1.O=S1(=O)OCCO1.O=S1(=O)OCCO1.O=S1(=O)OCCO1.O=S1(=O)OCCO1.O=S1(=O)OCCO1.O=S1(=O)OCCO1.O=S1(=O)OCCO1. The relative energy (zero: lowest compared OMol25 entry of this formula, charge and spin) is 763.9 kJ/mol.

Positions of all 110 atoms, in Å:
1 O 1.6494 -0.5637 -8.4108
2 S 0.4813 -1.2490 -8.9506
3 O -0.6359 -1.3192 -8.0182
4 O 0.1015 -0.8697 -10.5725
5 C 0.9158 -1.3864 -11.5608
6 C 1.5284 -2.6848 -10.8020
7 O 0.9695 -2.7840 -9.4831
8 H 0.2706 -1.6123 -12.4098
9 H 1.6992 -0.7509 -11.9739
10 H 2.6030 -2.7545 -10.6331
11 H 1.1889 -3.6503 -11.1769
12 O 5.1532 -2.2882 9.9136
13 S 4.0141 -2.7495 10.7091
14 O 4.2574 -3.4028 11.9849
15 O 2.8503 -1.5899 10.9333
16 C 1.7127 -1.8472 10.1750
17 C 2.1480 -2.7289 8.9991
18 O 3.0009 -3.6109 9.7262
19 H 0.8954 -2.1690 10.8204
20 H 1.4247 -0.9029 9.7131
21 H 2.7792 -2.1761 8.3034
22 H 1.3146 -3.2092 8.4864
23 O -8.7528 1.2313 -1.5513
24 S -9.0912 2.4359 -0.8201
25 O -8.0962 2.9302 0.1118
26 O -9.5074 3.5468 -1.8728
27 C -10.8934 4.0026 -1.7706
28 C -11.2119 3.7294 -0.3406
29 O -10.5638 2.4331 -0.1439
30 H -10.9045 5.0418 -2.0996
31 H -11.5604 3.4082 -2.3950
32 H -12.2696 3.8452 -0.1040
33 H -10.5882 4.3969 0.2541
34 O -3.9176 4.1387 11.6936
35 S -3.7024 5.0759 12.7621
36 O -2.6989 6.1196 12.6543
37 O -5.1454 5.8147 13.2294
38 C -5.0890 6.3322 14.4863
39 C -4.4083 5.2258 15.3189
40 O -3.8511 4.3915 14.3016
41 H -4.5977 7.3017 14.4039
42 H -6.0743 6.6530 14.8243
43 H -5.0476 4.6003 15.9419
44 H -3.6106 5.6827 15.9046
45 O 5.0209 -7.5630 -3.9523
46 S 3.9753 -7.4234 -4.9853
47 O 4.1974 -6.4815 -6.0962
48 O 3.4684 -8.8780 -5.6220
49 C 2.1206 -8.8073 -5.9919
50 C 1.4057 -7.8228 -5.0736
51 O 2.4469 -7.1831 -4.3245
52 H 1.9428 -8.4963 -7.0213
53 H 1.7438 -9.8159 -5.8219
54 H 0.7017 -8.3878 -4.4625
55 H 0.8964 -7.1193 -5.7323
56 O 7.4252 7.4495 1.8718
57 S 6.4572 6.4897 1.3173
58 O 6.4125 5.1088 1.7786
59 O 4.9762 7.2239 1.3365
60 C 4.5039 7.2475 -0.0494
61 C 5.7842 7.3802 -0.9092
62 O 6.6108 6.4399 -0.3865
63 H 4.0338 6.3047 -0.3290
64 H 3.7875 8.0664 -0.1152
65 H 6.3274 8.3244 -0.8710
66 H 5.5031 7.1178 -1.9292
67 O 0.9576 2.0183 2.5843
68 S -0.1284 1.0266 2.5685
69 O -1.0651 0.9195 3.6529
70 O -0.8485 1.0653 1.0895
71 C -0.5328 -0.0179 0.2474
72 C 0.7745 -0.6632 0.8808
73 O 0.5990 -0.4552 2.2284
74 H -1.3288 -0.7624 0.2421
75 H -0.3875 0.4936 -0.7041
76 H 1.6953 -0.1686 0.5716
77 H 0.9278 -1.6543 0.4537
78 O -0.9776 7.5969 -5.8844
79 S -1.2733 6.2127 -6.2431
80 O -0.2271 5.4035 -6.8745
81 O -2.1408 5.3944 -5.0310
82 C -3.4752 5.0210 -5.4044
83 C -3.7916 5.8803 -6.6974
84 O -2.5508 6.2211 -7.3071
85 H -3.5450 3.9655 -5.6675
86 H -4.2131 5.2699 -4.6417
87 H -4.4280 6.7393 -6.4849
88 H -4.4670 5.3493 -7.3682
89 O -3.7461 -8.3090 -0.7892
90 S -4.3905 -7.0723 -0.5530
91 O -3.9974 -6.2430 0.6027
92 O -4.5004 -6.1776 -1.9428
93 C -5.5990 -6.4273 -2.7624
94 C -6.6114 -7.2821 -1.9569
95 O -6.1077 -7.2896 -0.6214
96 H -5.9574 -5.4673 -3.1339
97 H -5.2415 -6.9967 -3.6203
98 H -6.6387 -8.2687 -2.4194
99 H -7.5158 -6.6756 -2.0071
100 O 9.9607 -1.4352 1.2278
101 S 10.0732 -1.9703 -0.1302
102 O 8.9846 -1.6038 -1.0121
103 O 11.4635 -1.4215 -0.8408
104 C 12.1680 -2.5314 -1.3982
105 C 11.2363 -3.7815 -1.3440
106 O 10.4455 -3.5528 -0.1326
107 H 12.4794 -2.1651 -2.3765
108 H 13.0297 -2.7299 -0.7610
109 H 11.8457 -4.6809 -1.2551
110 H 10.5641 -3.9865 -2.1772

Forces on the atoms, in the same order (eV/Å):
O -1.6 -0.7 -1.8
S 1.8 -1.5 0.3
O 1.2 -0.1 -2.9
O -1.3 2.1 3.0
C 1.3 -2.4 0.7
C -0.3 -0.8 -0.1
O -1.2 2.5 1.3
H -0.1 -0.5 0.2
H 0.1 0.4 0.7
H 0.1 0.6 -0.6
H 0.2 0.3 -0.8
O -2.4 -0.5 1.5
S 0.0 0.0 -0.3
O -0.6 0.8 -2.4
O 2.5 -0.6 0.6
C -1.2 1.5 -1.9
C 0.3 0.6 1.6
O 1.6 -1.3 0.6
H 0.1 -0.6 -0.2
H -0.2 0.3 0.3
H -0.3 0.2 -0.2
H 0.4 -0.4 0.3
O -1.2 1.4 1.3
S 1.1 -0.3 0.0
O -1.7 -0.3 -1.1
O -0.1 0.6 -0.7
C 0.5 -0.4 -0.5
C 1.8 0.7 0.3
O -0.5 -0.9 0.3
H 0.0 -0.1 0.3
H 0.4 -0.1 -0.3
H 0.2 -0.9 0.3
H -0.5 0.4 0.3
O 0.2 0.9 1.9
S -2.4 1.9 2.7
O -1.1 -1.9 0.4
O -0.2 -0.6 -4.5
C -0.2 1.2 1.1
C 0.7 1.1 -0.7
O 2.4 -1.5 -1.4
H 0.9 -0.1 0.6
H -0.3 -0.8 -0.1
H -0.1 0.1 -0.3
H 0.0 -0.3 0.2
O -3.2 -0.1 -2.5
S -0.1 0.5 -0.5
O -0.6 -2.0 2.4
O 2.1 1.3 0.7
C -0.8 -0.8 -0.2
C 0.6 0.0 -0.6
O 1.4 0.3 0.2
H 0.6 -0.2 -0.2
H 0.0 0.0 -0.3
H 0.2 0.6 0.6
H -0.1 0.3 0.5
O -2.2 -2.1 -1.2
S 1.3 0.1 0.3
O -0.1 2.7 -0.9
O 1.4 -1.2 -1.0
C 0.4 0.7 0.0
C -1.9 1.4 -0.5
O 1.3 -2.1 3.2
H -0.1 -0.1 0.3
H 0.2 0.0 0.0
H -0.6 0.5 -0.1
H 0.3 0.0 -0.1
O -2.6 -1.9 0.1
S 2.4 0.0 -1.6
O 1.1 -0.1 -1.5
O -0.3 1.0 2.4
C 1.6 -0.4 0.1
C -0.4 1.7 -2.8
O -1.0 0.2 2.6
H -0.1 0.2 -0.1
H 0.1 -0.7 -0.2
H -0.1 0.6 -0.2
H -0.5 -0.6 1.2
O -0.6 -2.8 0.0
S -0.5 0.1 -1.4
O -2.2 1.4 1.9
O 1.2 0.9 -0.9
C -0.1 1.0 -2.0
C -0.7 -0.4 0.9
O 0.6 -0.3 0.9
H 0.4 0.0 0.3
H 0.5 0.0 0.3
H 0.7 0.6 0.4
H 0.8 -0.5 -0.4
O 0.1 -0.2 -0.2
S -2.7 2.6 0.3
O -1.3 -1.9 -3.2
O 2.1 0.1 2.2
C 0.1 -0.8 -0.8
C 1.2 1.4 -0.3
O 1.6 -0.2 0.9
H -0.2 0.0 0.3
H -0.1 0.0 -0.1
H -0.5 0.0 0.5
H -0.4 -0.8 0.5
O 0.8 -1.8 -2.4
S -1.1 2.9 1.4
O 1.4 -1.4 0.5
O -1.5 -1.1 1.0
C -0.1 -0.1 -0.2
C 0.3 0.3 -0.1
O 0.3 1.1 -0.7
H 0.0 -0.7 -0.1
H 0.1 0.0 -0.1
H -0.1 0.1 0.6
H -0.1 0.7 -0.1

(3)
C20H41BF2I2N7O7P2S | wB97M-V/def2-TZVPD

Its net charge is +1.

Positions of all 83 atoms, in Å:
1 C -1.1707 -4.5838 -1.1615
2 C -2.2696 -3.7452 -1.8372
3 B -1.8488 -2.2826 -2.2298
4 O -2.2451 -1.7665 -3.4201
5 N -0.9791 -1.4330 -1.3337
6 C 0.0002 -0.6835 -1.9095
7 N 1.0316 -1.1292 -2.5211
8 C 2.0715 -0.2222 -3.0806
9 C 3.0168 0.3056 -2.0025
10 N 3.5645 1.5978 -2.3939
11 C 1.1863 -2.5788 -2.6741
12 I 0.6809 -3.0416 -4.7302
13 C 2.5565 -3.0795 -2.3123
14 C 2.6938 -4.5762 -2.6527
15 I 2.9042 -2.8477 -0.2019
16 N -0.1702 0.7072 -1.6957
17 P -0.8938 1.6823 -2.9350
18 O -2.2888 2.2327 -2.4435
19 O -1.2513 0.8014 -4.1875
20 S 0.2979 3.1360 -3.3745
21 C -0.7077 0.6774 -0.3509
22 F 0.3675 0.1210 0.3532
23 C -1.0750 1.9800 0.3086
24 C -0.1066 2.4311 1.4100
25 C 1.1381 3.1135 0.8287
26 C 2.4628 2.4288 1.1130
27 N 2.6846 2.1994 2.5478
28 C 3.5630 1.0720 2.6737
29 C 2.8674 -0.2063 2.9760
30 O 4.7550 1.1534 2.5171
31 C -1.6939 -0.5627 -0.3720
32 P -3.4862 -0.1904 -0.7436
33 N -4.4642 -1.3433 -0.3344
34 C -1.6615 -1.2072 1.0176
35 O -1.5865 -2.4124 1.1046
36 N -1.7737 -0.3366 2.1462
37 C -1.2505 -0.9513 3.2967
38 O -0.0937 -1.2906 3.4642
39 F -2.1716 -1.0794 4.2477
40 H -0.5527 -5.0370 -1.9247
41 H -0.5170 -4.0000 -0.5264
42 H -1.6038 -5.3545 -0.5508
43 H -3.1506 -3.7420 -1.2096
44 H -2.5719 -4.2447 -2.7484
45 H -2.1862 -2.4790 -4.0620
46 H 2.6029 -0.7804 -3.8289
47 H 1.5905 0.5827 -3.6108
48 H 2.5012 0.2914 -1.0514
49 H 3.8299 -0.3964 -1.9104
50 H 3.2169 2.3046 -1.7596
51 H 4.5556 1.5693 -2.2138
52 H 0.4866 -3.0588 -2.0124
53 H 3.3472 -2.5612 -2.8260
54 H 3.1082 -4.6824 -3.6422
55 H 3.3510 -5.0745 -1.9641
56 H 1.7226 -5.0401 -2.5715
57 H -2.1363 3.1748 -2.2967
58 H -0.7581 -0.0237 -4.2611
59 H -2.0688 1.9773 0.7248
60 H -1.0378 2.7706 -0.4202
61 H -0.6606 3.1816 1.9474
62 H 0.1097 1.6568 2.1238
63 H 1.2023 4.1046 1.2553
64 H 1.0360 3.2736 -0.2371
65 H 3.2441 3.0849 0.7446
66 H 2.5007 1.4966 0.5697
67 H 3.1461 2.9992 2.9521
68 H 2.1145 -0.3659 2.2121
69 H 3.5354 -1.0493 2.9613
70 H 2.3191 -0.1344 3.8984
71 H -3.5638 0.1412 -2.1085
72 H -3.8143 0.9719 -0.0222
73 H -3.9688 -2.1407 0.0466
74 H -2.7482 -0.1113 2.3407
75 C -2.0923 3.7827 5.9906
76 C -2.9423 3.9165 4.7423
77 O -2.6232 2.9023 3.7803
78 H -1.0335 3.8467 5.7387
79 H -2.3293 4.5656 6.7107
80 H -2.2562 2.8137 6.4679
81 H -2.7639 4.8737 4.2570
82 H -4.0051 3.8519 4.9918
83 H -2.7899 2.0530 4.1961

Forces on the atoms, in the same order (eV/Å):
C -0.1 0.3 -0.3
C 1.0 0.2 0.1
B -0.6 -1.6 0.4
O 1.2 0.6 0.2
N -0.9 0.4 -0.3
C -1.1 1.2 0.3
N 0.6 -0.8 -0.7
C -0.3 0.0 0.1
C 0.1 0.0 -0.3
N -0.1 -0.2 0.4
C 0.3 0.5 -0.1
I 0.0 -0.1 0.0
C 0.4 -1.0 -0.1
C -0.1 0.6 0.3
I -0.3 0.2 0.0
N -0.6 -0.8 -0.3
P 2.3 2.6 -1.3
O -0.4 -0.9 0.4
O -0.3 -0.7 0.7
S -0.3 -0.4 0.4
C -0.2 -0.6 0.7
F 0.4 -0.1 0.3
C 0.2 0.4 0.3
C -0.1 0.5 -0.7
C 0.1 -0.2 0.7
C -0.4 0.7 0.1
N -0.2 -0.5 -0.1
C 0.5 -0.1 0.2
C -0.3 0.0 -0.6
O 0.0 0.2 0.2
C 0.8 1.5 0.6
P -1.5 -0.9 0.2
N 0.9 0.1 -0.1
C -0.3 -1.8 -0.5
O 0.2 1.5 0.1
N -0.4 -0.8 0.4
C 3.5 -0.8 0.7
O -3.2 0.8 -0.6
F 0.0 0.2 -0.1
H 0.2 -0.4 -0.2
H 0.0 0.2 0.3
H -0.1 -0.4 0.2
H -0.3 0.2 0.2
H -0.3 -0.2 -0.3
H -0.8 -0.2 -0.5
H 0.2 -0.3 -0.3
H -0.2 0.5 0.0
H -0.1 0.2 0.3
H 0.3 -0.3 0.2
H -0.2 0.3 -0.2
H 0.3 0.1 -0.2
H -0.4 -0.2 -0.1
H 0.2 0.5 0.0
H -0.1 -0.2 -0.4
H 0.3 -0.1 0.2
H -0.2 -0.4 -0.1
H -0.3 0.4 0.0
H -0.2 -0.3 -0.3
H -0.4 -0.3 0.0
H -0.2 0.2 -0.4
H -0.3 0.2 0.4
H 0.2 -0.3 0.2
H 0.0 0.4 0.1
H 0.0 -0.1 -0.4
H 0.4 -0.1 -0.4
H 0.2 -0.4 0.0
H 0.2 0.3 0.0
H -0.3 0.0 -0.2
H 0.4 -0.2 0.2
H -0.1 0.0 0.5
H 0.3 0.3 0.1
H 0.5 0.4 -0.4
H -0.4 -0.3 0.1
H -0.1 0.3 -0.4
C 0.1 -0.1 -0.1
C 0.0 -0.2 0.2
O 0.0 0.1 -0.3
H 0.0 0.1 0.0
H 0.0 0.0 0.0
H -0.1 0.0 0.1
H 0.0 0.0 -0.1
H 0.0 0.1 0.0
H 0.0 0.0 0.2

| no. | Kohn-Sham gap (eV) |
| --- | --- |
| 1 | 10.00 |
| 2 | 10.96 |
| 3 | 7.59 |